[1]
Below is 5 unconnected molecules or ions with the total composition C15H23Cl16NO2P2, with properties calculated with the ωB97M-V functional and the def2-TZVPD basis.

XYZ file:
```
59
Properties=species:S:1:pos:R:3
C 0.5160 0.1616 1.0409
C 0.2710 -0.8893 0.4942
P -0.4014 -2.4647 0.0210
O -1.8694 -2.1671 -0.6160
C -2.0855 -1.3477 -1.7684
C -2.1565 0.1469 -1.4423
N -1.1166 0.9221 -2.1084
C -1.2894 2.3575 -1.9260
C -0.5957 2.9012 -0.6791
C -0.9464 4.3691 -0.4528
O 0.8112 2.7044 -0.7824
P 0.8800 -3.0323 -1.6770
C 2.3917 -3.6725 -0.7926
C 3.6229 -2.7631 -0.7594
C 1.4432 -1.5421 -2.5995
C 2.1946 -1.9865 -3.8649
H 0.8384 1.0480 1.5284
H -1.3550 -1.5542 -2.5500
H -3.0532 -1.6583 -2.1626
H -2.1466 0.2562 -0.3484
H -3.1205 0.5327 -1.7797
H -0.2117 0.6768 -1.7142
H -2.3533 2.5947 -1.8516
H -0.8937 2.9022 -2.7926
H -0.9376 2.3511 0.2000
H -0.3310 5.0417 -1.0550
H -2.0010 4.5582 -0.6546
H -0.7800 4.6375 0.5930
H 1.1546 3.3465 -1.4118
H 2.0925 -3.8654 0.2366
H 2.6396 -4.6203 -1.2675
H 3.3710 -1.7214 -0.5652
H 4.2019 -2.8107 -1.6812
H 4.2923 -3.0748 0.0450
H 0.5872 -0.9480 -2.9173
H 2.0750 -0.8830 -2.0003
H 2.5631 -1.1257 -4.4218
H 1.5035 -2.5333 -4.5103
H 3.0070 -2.6768 -3.6382
Cl -4.5325 4.4761 1.2393
C -3.8678 3.9179 2.7783
Cl -2.8366 2.5088 2.5022
Cl -2.9113 5.2100 3.5074
Cl -5.1875 3.4732 3.8602
Cl 3.7316 8.2151 -1.5615
C 2.2219 7.7819 -2.3618
Cl 1.7871 6.1183 -1.9312
Cl 0.9357 8.8674 -1.8340
Cl 2.4196 7.9007 -4.1101
Cl 0.4032 -4.7811 2.1254
C 1.2094 -5.6863 3.4133
Cl 0.1080 -6.8994 4.0721
Cl 2.6480 -6.4877 2.7644
Cl 1.6857 -4.5707 4.6955
Cl -2.4180 -6.6147 6.7600
C -2.2025 -4.8613 6.7828
Cl -0.5933 -4.4709 7.3940
Cl -2.3759 -4.2212 5.1471
Cl -3.4243 -4.1382 7.8347
```

Summary:
SMILES string = C#CP(OCCNC[C@H](C)O)#P(CC)CC.ClC(Cl)(Cl)Cl.ClC(Cl)(Cl)Cl.ClC(Cl)(Cl)Cl.ClC(Cl)(Cl)Cl
Total energy = -240446.06683 eV
Maximum force = 0.82 eV/A
Orbital gap = 8.19 eV
M = 878.55 g mol⁻¹
Charge = 0

These are the Löwdin partial charges, in e, on atoms 1 to 4:
1 C 0.053
2 C -0.348
3 P 0.694
4 O -0.437



[2]
Below is a single C15H23ClN4O4S molecule, with properties calculated with the ωB97M-V functional and the def2-TZVPD basis.

XYZ file:
```
48
Properties=species:S:1:pos:R:3
C -0.2908 2.5564 -0.6831
O -0.8209 1.6321 0.2586
C -2.0937 1.0467 -0.0708
C -1.9261 0.0669 -1.2557
O -2.7680 -0.0695 -2.1266
N -0.7601 -0.6130 -1.2048
C -0.3188 -1.5693 -2.1985
C 1.1849 -1.3926 -2.4926
C 1.7500 -2.5961 -3.2450
O 1.1237 -2.5578 -4.5270
N 1.9417 -1.0101 -1.2935
C 2.6894 -1.8194 -0.4971
O 2.8069 -3.0183 -0.6636
C 3.3418 -1.1021 0.6782
C 2.3304 -0.5595 1.6389
C 1.5017 -1.2794 2.5194
C 0.7716 -0.3025 3.1509
Cl -0.4232 -0.4218 4.3666
N 1.1604 0.8911 2.6680
C 0.6809 2.1989 3.0641
N 2.1108 0.7482 1.7274
C -2.5342 0.2743 1.1889
C -3.5342 1.1180 2.0033
S -3.5470 2.7879 1.2911
C -3.1717 2.0930 -0.3353
H 0.7618 2.6869 -0.4367
H -0.3648 2.1842 -1.7100
H -0.7843 3.5293 -0.6248
H -0.1600 -0.4350 -0.4153
H -0.5251 -2.5958 -1.8755
H -0.8859 -1.3989 -3.1119
H 1.2815 -0.5490 -3.1825
H 2.8361 -2.5073 -3.3292
H 1.5266 -3.5254 -2.7234
H 1.4002 -3.3324 -5.0277
H 1.9180 -0.0348 -1.0407
H 3.9893 -1.8309 1.1626
H 3.9632 -0.2815 0.3156
H 1.4505 -2.3434 2.6735
H 0.8625 2.3595 4.1256
H 1.2345 2.9337 2.4855
H -0.3836 2.2921 2.8503
H -2.9883 -0.6796 0.9162
H -1.6418 0.0509 1.7738
H -4.5379 0.6992 1.9398
H -3.2577 1.1823 3.0543
H -2.8493 2.8777 -1.0155
H -4.0509 1.6163 -0.7656
```

Summary:
SMILES string = CO[C@@]1(C(=O)NC[C@H](CO)NC(=O)Cc2cc(Cl)n(C)n2)CCSC1
Total energy = -53436.93897 eV
Maximum force = 0.34 eV/A
Orbital gap = 9.21 eV
M = 390.89 g mol⁻¹
Charge = 0

These are the Löwdin partial charges, in e, on atoms 1 to 4:
1 C -0.075
2 O -0.185
3 C -0.460
4 C -0.432



[3]
Below is a molecular structure, C15H23F5NNiP at a distorted geometry, with properties calculated with the ωB97M-V functional and the def2-TZVPD basis.

XYZ file:
```
46
Properties=species:S:1:pos:R:3
C -2.5620 0.1967 -2.7933
C -2.2365 -0.9431 -2.0686
C -1.4479 -0.8907 -0.9030
C -1.0707 0.3677 -0.4028
C -1.3411 1.5071 -1.1824
C -2.1063 1.4337 -2.3491
C -1.0863 -2.2175 -0.2803
C -0.0978 -3.0999 -1.1036
N 1.2635 -2.6552 -1.2381
Ni -0.3214 0.7814 1.4131
C -0.7149 2.8245 -0.7888
P 0.6221 2.3631 0.3973
H -2.5946 -1.9232 -2.3959
H -2.2849 2.3466 -2.9197
H -3.1362 0.1198 -3.7158
H -1.4166 3.5197 -0.2995
H -0.2695 3.3584 -1.6396
H -0.7336 -2.1177 0.7499
H -2.0073 -2.8293 -0.2307
H -0.0367 -4.0819 -0.5926
C 1.1496 3.8818 1.1963
C 1.9588 1.8984 -0.7436
H -0.5039 -3.2594 -2.1191
C 1.6795 -1.8888 -2.3800
C 2.0793 -2.5858 -0.0494
H 0.8434 1.2352 2.4979
H 2.1388 -2.5240 -3.1598
H 0.8246 -1.3570 -2.8271
H 2.4392 -1.1555 -2.0677
H 2.7588 -3.4553 0.0291
H 2.6972 -1.6731 -0.0767
H 1.4332 -2.5699 0.8441
H 2.3030 2.7864 -1.2885
H 2.7937 1.4761 -0.1721
H 1.6099 1.1423 -1.4566
H 1.2303 4.6866 0.4580
H 0.4361 4.1649 1.9784
H 2.1235 3.7038 1.6624
H 1.0617 0.4944 2.3057
F -0.4499 -1.7622 2.8465
C -1.0709 -0.5045 2.9442
F -2.4163 -0.7205 2.7041
C -0.9211 -0.0976 4.4447
F -1.6685 -0.9219 5.2347
F 0.3771 -0.2287 4.8375
F -1.3286 1.1743 4.7006
```

Summary:
Total energy = -81333.76644 eV
Maximum force = 3.36 eV/A
Orbital gap (alpha / beta) = 7.72 / 6.63 eV
M = 402.01 g mol⁻¹
Spin multiplicity = 3
⟨S²⟩ = 2.01
Charge = 0

These are the Löwdin partial charges, in e, on atoms 1 to 4:
1 C -0.076
2 C -0.055
3 C -0.227
4 C -0.117